1.
77
Properties=species:S:1:pos:R:3:forces:R:3 method="wB97M-V/def2-TZVPD" homo_lumo_gap_ev="7.037 / 3.510" total_charge=+2 multiplicity=5 lumo_ev="-5.772 / -9.496" e_above_lowest_kcal_mol=23.1
Br -3.456112 -2.070222 4.012683 -0.51 -1.46 1.41
Fe -0.901863 0.935867 -1.789383 2.74 0.09 -0.29
S 0.977493 2.934342 0.855077 0.49 0.01 0.78
P -1.886216 -1.997351 -1.923224 -1.75 -3.79 -0.38
P 2.889372 -0.793004 1.562112 2.91 -2.38 0.43
N -0.926173 6.271259 -3.588093 -0.19 -0.02 -0.12
C -0.732210 6.254622 -2.270197 -0.04 -0.84 0.21
C -4.050750 -3.427008 -0.846003 -0.21 -0.05 -0.03
C -2.156567 1.037780 0.776586 -0.08 -0.79 0.76
C 1.701528 2.179352 2.340745 0.67 -0.13 -0.51
C -3.791804 0.185831 2.417492 0.12 0.12 -0.22
C -0.436027 -2.497846 -0.965136 0.90 0.78 0.37
C -0.298833 3.878779 1.707705 -0.61 0.26 -0.21
C -1.755476 1.795825 -0.408635 -0.40 2.88 -0.99
C -0.910007 5.105330 -1.474346 -0.08 -0.53 -0.87
C 3.193371 -1.762773 0.026165 -1.14 0.35 -0.52
C -2.911079 -0.414573 -4.050238 0.29 0.37 -0.10
C 3.084127 -3.463856 2.651470 0.22 -0.42 -0.42
C -1.245507 0.078857 1.304966 0.08 0.72 -0.06
C -1.571835 2.623770 -1.427684 -0.55 -0.27 3.32
C -1.983320 -0.465477 -2.802966 -0.29 1.50 0.17
C -1.517706 3.945598 -3.529275 0.09 0.28 0.58
C -1.610030 -0.820492 2.293171 -0.70 0.09 0.26
C -0.103087 -3.968744 -1.228207 0.04 -0.35 -0.17
C -3.415489 1.093347 1.421796 0.40 0.34 -0.37
C 5.727739 -1.204278 1.935327 0.12 -0.60 -0.06
C 2.622442 -2.037472 2.903956 -1.14 0.81 0.41
C -1.302805 5.151510 -4.211996 0.01 -0.27 0.78
C -1.368196 3.908426 -2.111694 0.46 0.79 -0.69
C -2.926119 -0.837619 2.831748 1.26 2.28 -2.21
C 4.597564 -0.182115 1.961371 -0.72 1.57 0.00
C -3.251019 -2.130774 -0.670581 0.04 0.62 -0.06
C 3.551807 -0.861377 -1.155410 0.10 0.03 -0.24
H -0.626981 -2.326986 0.101060 0.16 0.10 -0.14
H -0.231846 3.753441 2.790729 -0.01 -0.03 -0.27
H -3.895909 -1.244248 -0.773838 -0.01 -0.24 0.09
H 0.397672 -1.847250 -1.259449 0.22 -0.09 0.05
H -4.634336 -3.663429 0.053773 0.12 0.17 -0.20
H 0.960905 -4.187189 -1.102540 -0.03 0.09 0.11
H -4.747987 -3.328190 -1.685664 0.17 -0.13 0.14
H 2.268350 -2.324725 -0.185275 0.35 0.07 0.04
H 3.988533 -2.495651 0.221941 -0.23 0.24 0.31
H -0.369940 -4.251161 -2.248802 0.07 0.04 0.09
H -2.404846 -0.754131 -4.967361 0.00 0.06 0.49
H -2.361496 0.325873 -2.015607 -1.27 -1.18 -1.58
H -0.186605 0.170056 1.019063 -0.48 -0.31 -0.18
H 4.519692 0.267917 2.964261 0.05 0.01 -0.33
H -0.651284 -4.634517 -0.555734 -0.01 0.15 -0.06
H -0.898877 -0.209776 -3.129994 -0.76 -0.51 -0.58
H 5.787545 -1.752819 0.988628 0.03 0.14 0.22
H -0.395357 7.185905 -1.803405 -0.11 -0.32 -0.23
H 1.535215 -2.017170 3.084615 0.28 -0.19 0.23
H 6.679420 -0.673939 2.057828 -0.26 0.01 0.00
H 2.843380 -4.073096 3.529399 -0.04 0.19 -0.12
H 5.653220 -1.923727 2.758545 -0.01 0.16 -0.21
H 4.166453 -3.536617 2.498776 -0.27 0.05 -0.02
H -1.770452 3.053352 -4.112144 -0.10 0.29 0.39
H -3.180523 0.637424 -4.171262 -0.01 -0.07 -0.25
H 4.797966 0.636170 1.250864 0.05 -0.16 0.29
H -3.856952 -0.969688 -4.001241 0.45 -0.08 0.56
H 3.107017 -1.624041 3.801502 -0.22 0.06 -0.26
H -3.400645 -4.285405 -1.049176 -0.08 0.18 0.03
H 2.576521 -3.911441 1.790649 0.11 0.03 0.16
H 2.755119 -0.130936 -1.355411 0.22 -0.13 0.02
H 3.683688 -1.474646 -2.055583 -0.01 0.18 0.20
H -0.183840 4.939179 1.471840 -0.05 -0.17 0.18
H -1.448579 5.200957 -5.291604 0.12 0.05 0.26
H 1.306808 1.154055 2.429264 -0.01 0.14 0.36
H -4.077021 1.916799 1.161607 -0.13 -0.33 -0.07
H -1.270974 3.524244 1.356713 0.03 0.29 0.25
H -2.806726 -2.073785 0.333689 -0.09 -0.01 -0.30
H -4.780288 0.286774 2.869953 0.32 -0.10 -0.14
H 1.489430 2.768173 3.242706 0.10 -0.31 -0.33
H -0.874626 -1.517275 2.671799 -0.04 -0.09 0.05
H 2.790593 2.135246 2.190445 -0.30 0.03 0.20
H 4.490077 -0.314530 -0.987774 -0.28 -0.13 -0.06
H -0.578722 5.145252 -0.437062 -0.55 -0.11 -0.35

=====

2.
25
Properties=species:S:1:pos:R:3:forces:R:3 method="wB97M-V/def2-TZVPD" homo_lumo_gap_ev="5.929 / 5.932" total_charge=0 lumo_ev="-1.720 / -1.717" e_above_lowest_kcal_mol=48.1
S 4.159467 -0.586049 -0.232938 -0.84 0.49 -0.25
Si -0.976122 -0.575075 -0.060386 -2.92 0.71 0.07
N 0.457483 0.140761 0.537936 -1.89 3.16 0.49
N 2.484135 1.348341 -0.172889 -2.57 -0.33 0.82
C -1.982762 0.281176 -1.540031 0.64 -2.56 0.53
C -0.045006 2.673666 0.839814 3.82 -1.38 -0.56
C 2.474839 -0.947289 0.124167 2.65 -1.20 0.18
C 3.697576 1.074411 -0.390311 1.36 -1.21 0.21
C -2.165165 -0.618102 1.491184 -2.25 -0.48 0.50
C -0.744001 -2.290431 -0.753413 -0.45 -1.41 1.98
C 1.739301 0.176847 0.195172 1.37 0.47 -1.08
H -2.933784 0.203022 1.793293 1.50 -0.81 -1.11
H 2.358250 -1.985263 0.417285 -0.77 0.40 -0.02
H -2.889916 -1.533012 1.482453 1.36 1.25 -0.33
H -1.926458 -0.426348 -2.431631 -0.24 0.82 1.12
H -0.306935 2.828830 -0.188027 -0.61 -0.13 -0.17
H -0.260886 -2.104980 -1.679306 0.95 -0.39 -0.86
H -0.160515 -2.858884 0.005052 0.41 0.30 -0.83
H 1.062797 3.008331 1.006198 -2.35 -0.95 0.02
H -0.733080 2.614398 1.646035 -0.50 -0.17 0.35
H -3.017553 0.346325 -1.174697 0.28 0.32 -0.40
H -1.577885 -3.026112 -0.916776 0.18 1.36 0.01
H -1.541740 1.185667 -1.857065 0.10 1.34 -0.26
H -1.613223 -0.744176 2.423227 0.37 -0.11 -0.07
H 4.441184 1.813952 -0.564346 0.43 0.52 -0.33

=====

3.
23
Properties=species:S:1:pos:R:3:forces:R:3 method="wB97M-V/def2-TZVPD" homo_lumo_gap_ev=9.910 smiles="C[C@@]1(c2ccccc2)C=CC1" total_charge=0 lumo_ev=0.978 e_above_lowest_kcal_mol=25.3
C -0.568827 -1.263126 0.982779 -1.91 -0.21 0.27
C 0.341426 0.255123 -0.810294 0.13 1.41 -1.41
C 0.004505 1.564813 -1.709276 -0.25 -2.53 2.41
C -1.195021 -1.468424 2.206244 1.18 0.01 1.89
C -1.099254 -0.468202 3.184157 0.63 0.78 -3.26
C -0.696821 0.902997 -2.605357 0.24 -0.41 -2.50
C -0.672183 0.788134 2.758337 -0.17 0.59 -0.09
C -0.415700 -0.483875 -1.978144 -1.20 -0.80 0.60
C 1.873214 0.011573 -0.866885 -0.28 -1.48 -0.60
C -0.265246 1.137262 1.464832 -1.11 -2.65 -0.03
C -0.234929 0.040850 0.586718 1.23 0.44 -1.17
H 2.211491 -0.764068 -0.167371 -0.23 0.19 0.09
H 2.079303 -0.422903 -1.861102 0.15 0.36 0.23
H -1.337294 -0.507075 4.189590 -0.84 -0.71 1.71
H 0.313624 -1.196822 -2.451339 -1.17 0.62 -0.14
H 2.533188 0.856758 -0.757448 -0.16 0.59 0.26
H -1.372819 -1.011398 -1.611173 1.52 0.53 -0.73
H -1.111899 1.275372 -3.634994 0.59 -0.98 2.17
H -0.671613 -2.165261 0.369331 0.67 0.79 -0.57
H -1.571536 -2.440834 2.527787 0.08 0.10 -0.46
H -0.132227 2.105175 1.009727 0.23 0.32 0.63
H 0.271998 2.546857 -1.511158 0.38 1.84 0.02
H -0.806081 1.518357 3.506769 0.30 1.17 0.67